*P*
Formula: C4H8N2O3
Source: the Open Molecules 2025 dataset
Level of theory: ωB97M-V with the def2-TZVPD basis set

Each line ends with the Löwdin charge.
Geometry (Å):
H -2.759 -2.048 0.251  0.0881
N -2.675 -0.957 0.347  0.0938
C -1.480 -0.442 0.180  -0.3528
C -1.454 1.074 0.415  -0.1210
O -0.890 1.914 -0.750  -0.1249
N -0.381 -1.214 -0.439  0.1592
C 1.011 -0.759 -0.205  -0.4531
O 2.014 -1.596 -0.099  0.0032
O 0.994 0.539 -0.074  -0.1182
C 2.349 0.935 0.478  -0.0057
H -2.496 1.592 0.653  0.1615
H -0.630 1.175 1.267  0.1376
H 0.046 1.722 -0.914  0.0424
H -0.505 -2.210 -0.434  0.1230
H 2.771 0.067 1.130  0.1145
H 2.262 1.897 1.152  0.1177
H 3.211 1.295 -0.277  0.1347

Calculated values
* frontier orbital gap: 10.6 eV
* M: 132.12 g mol⁻¹

---

*Q*
Formula: C4H8N2O3
Source: the Open Molecules 2025 dataset
Level of theory: ωB97M-V with the def2-TZVPD basis set

Each line ends with the Löwdin charge.
Geometry (Å):
N 2.164 -1.469 0.077  -0.0663
C 2.285 -0.018 -0.347  -0.2417
C 0.981 0.718 -0.144  -0.5451
O 1.123 1.910 0.140  0.0216
N -0.202 0.086 -0.158  0.0067
C -1.394 0.754 0.260  -0.1122
C -2.581 -0.257 -0.076  -0.5563
O -2.367 -1.381 0.093  0.1560
O -3.676 0.495 -0.324  0.1228
H 1.997 -1.348 1.194  0.1230
H 3.282 -1.795 0.011  0.1339
H 2.676 -0.007 -1.439  0.1389
H 3.015 0.637 0.118  0.1000
H -0.116 -0.948 -0.707  0.2392
H -1.471 0.933 1.567  0.2079
H -1.414 1.854 -0.229  0.1608
H -4.301 -0.166 -0.037  0.1108

Calculated values
* frontier orbital gap: 10.1 eV
* M: 132.12 g mol⁻¹

---

*R*
Formula: C4H8N2O3
Source: the Open Molecules 2025 dataset
Level of theory: ωB97M-V with the def2-TZVPD basis set

Each line ends with the Löwdin charge.
Geometry (Å):
C -1.062 -1.481 -0.925  -0.0055
C -0.686 -0.694 0.308  -0.4885
O -0.871 -1.090 1.456  0.0315
N -0.721 0.784 0.066  -0.0306
O -1.645 1.712 0.610  0.0427
C 0.495 1.162 -0.314  -0.3425
O 0.717 2.287 -0.999  0.1368
C 1.372 0.068 -0.124  -0.1340
N 1.906 -0.240 1.159  0.0372
H -0.650 -1.035 -1.828  0.0813
H -0.688 -2.498 -0.807  0.0871
H -2.150 -1.529 -1.008  0.0872
H -1.801 1.383 1.512  0.1146
H -0.093 2.826 -1.016  0.1279
H 2.068 -0.102 -0.939  0.1184
H 2.631 -0.940 1.076  0.0754
H 1.178 -0.611 1.773  0.0608

Calculated values
* frontier orbital gap: 7.9 eV
* M: 132.12 g mol⁻¹

---

Which of them is the most stable? Correct choice: *Q*.

---

*P*
Formula: C3H10NO
Source: the Open Molecules 2025 dataset
Level of theory: ωB97M-V with the def2-TZVPD basis set

Each line ends with the Löwdin charge.
Geometry (Å):
C -1.233 -1.039 1.613  -0.0056
O -0.708 0.467 1.386  -0.1919
H -0.699 -1.467 2.528  0.0937
H -2.323 -0.938 1.602  0.0659
H -0.915 -1.550 0.662  0.0764
H -1.167 1.042 1.955  0.0359
C -0.278 0.407 -1.800  -0.0569
C 2.033 0.441 -0.603  -0.2328
N 0.782 0.410 -0.698  -0.2062
H -0.491 1.308 -2.339  0.0481
H -1.209 0.008 -1.335  0.0661
H 0.038 -0.354 -2.526  0.0687
H 2.688 -0.428 -0.155  0.0626
H 2.800 1.229 -0.721  0.0309
H 0.683 0.461 0.429  0.1450

Calculated values
* multiplicity: 2
* frontier orbital gap (alpha / beta): 6.6 / 8.4 eV
* M: 76.12 g mol⁻¹

---

*Q*
Formula: C3H10NO
Source: the Open Molecules 2025 dataset
Level of theory: ωB97M-V with the def2-TZVPD basis set

Each line ends with the Löwdin charge.
Geometry (Å):
C -0.603 -0.568 -0.943  -0.1898
N -1.570 -1.788 -0.870  -0.0547
H 0.364 -0.934 -0.632  0.0285
H -1.099 0.071 -0.185  0.0520
H -0.498 -0.143 -1.942  0.0638
H -1.090 -2.610 -0.498  0.0370
H -2.349 -1.484 -0.268  0.0311
H -1.921 -1.989 -1.810  0.0454
C 0.734 1.666 1.710  0.0162
C 1.392 0.765 0.958  -0.2505
O 1.615 1.063 -0.429  -0.0969
H 0.488 1.543 2.753  0.0527
H 0.581 2.647 1.267  0.0670
H 1.908 -0.161 1.211  0.1101
H 2.047 1.923 -0.322  0.0881

Calculated values
* multiplicity: 2
* frontier orbital gap (alpha / beta): 4.4 / 10.7 eV
* M: 76.12 g mol⁻¹

---

Which of them is the most stable? Correct choice: *Q*.

---

*P*
Formula: C13H25ClN5O7PTi
Source: the Open Molecules 2025 dataset
Level of theory: ωB97M-V with the def2-TZVPD basis set

Each line ends with the Löwdin charge.
Geometry (Å):
Ti 0.387 0.407 0.167  1.0386
O 0.341 -0.170 3.756  -0.2781
Cl 1.327 -0.146 2.721  0.7919
O 2.633 -0.357 3.201  -0.1975
O 0.958 -1.111 1.636  -0.3713
O 1.238 1.174 1.961  -0.4081
O -0.527 -0.694 -0.977  -0.3944
C -0.242 -2.048 -1.426  -0.1904
C 0.433 -1.962 -2.776  -0.1438
C 1.480 -0.841 -2.829  -0.1206
C 2.518 -0.820 -1.728  -0.2393
C 3.644 -1.625 -1.849  0.0130
C 4.678 -1.525 -0.937  -0.0053
C 4.598 -0.556 0.052  -0.0140
C 3.449 0.197 0.125  -0.1217
N 2.387 0.032 -0.683  0.0175
H -1.891 -0.221 -1.049  0.1699
H -1.172 -2.616 -1.417  0.1303
H 0.426 -2.503 -0.685  0.1273
H -0.298 -1.777 -3.564  0.1253
H 0.893 -2.931 -2.986  0.1298
H 0.971 0.126 -2.843  0.0962
H 2.030 -0.910 -3.768  0.1323
H 3.708 -2.303 -2.689  0.1325
H 5.547 -2.163 -1.021  0.1278
H 5.402 -0.374 0.749  0.1263
H 3.370 0.986 0.866  0.1114
N -1.998 -1.777 3.857  0.1427
C -2.656 -0.484 3.503  -0.1633
P -2.441 -0.313 1.691  0.4457
O -2.265 -1.733 1.258  -0.3029
O -1.440 0.750 1.283  -0.3861
C -4.031 0.308 1.052  -0.1995
N -3.896 0.550 -0.410  0.0782
H -2.000 -2.342 2.980  0.1290
H -2.492 -2.266 4.607  0.1775
H -1.020 -1.622 4.136  0.1317
H -2.215 0.316 4.094  0.1144
H -3.717 -0.573 3.737  0.1166
H -4.320 1.235 1.547  0.1163
H -4.801 -0.444 1.208  0.1148
H -4.687 0.211 -0.947  0.1578
H -2.860 0.108 -0.760  0.0607
H -3.712 1.520 -0.636  0.1450
N 0.641 4.338 -1.439  0.1021
C -0.100 3.787 -2.459  -0.0401
C -0.365 2.515 -2.073  -0.1138
N 0.200 2.285 -0.827  -0.0428
C 0.802 3.410 -0.489  -0.1353
H 1.011 5.276 -1.408  0.1767
H -0.354 4.336 -3.346  0.1317
H -0.914 1.751 -2.595  0.1088
H 1.340 3.590 0.429  0.1485

Calculated values
* net charge: +2
* multiplicity: 3
* frontier orbital gap (alpha / beta): 8.5 / 8.5 eV
* M: 477.66 g mol⁻¹

---

*Q*
Formula: C13H25ClN5O7PTi
Source: the Open Molecules 2025 dataset
Level of theory: ωB97M-V with the def2-TZVPD basis set

Each line ends with the Löwdin charge.
Geometry (Å):
Ti -0.641 0.035 -0.049  0.8961
O -4.171 -0.793 1.038  -0.2303
Cl -3.470 0.173 0.291  0.7258
O -4.291 1.195 -0.239  -0.2502
O -2.394 0.781 1.123  -0.4247
O -2.698 -0.469 -0.798  -0.3965
O -0.262 -0.866 -2.077  -0.1576
C -0.468 -2.312 -2.174  -0.1793
C 0.802 -3.017 -1.760  -0.1426
C 1.297 -2.626 -0.362  -0.1310
C 0.302 -2.886 0.738  -0.2683
C 0.154 -4.148 1.296  0.0060
C -0.764 -4.344 2.314  -0.0173
C -1.505 -3.263 2.770  -0.0209
C -1.309 -2.036 2.171  -0.1043
N -0.442 -1.846 1.159  0.0172
H -0.958 -0.453 -2.606  0.0759
H -0.716 -2.553 -3.206  0.1383
H -1.313 -2.583 -1.538  0.1224
H 1.590 -2.808 -2.485  0.1288
H 0.608 -4.091 -1.799  0.1329
H 1.593 -1.574 -0.352  0.0749
H 2.207 -3.192 -0.155  0.1311
H 0.760 -4.967 0.931  0.1297
H -0.896 -5.325 2.751  0.1249
H -2.228 -3.367 3.565  0.1229
H -1.881 -1.171 2.478  0.1028
N 2.662 0.648 3.147  0.1622
C 3.117 1.737 2.213  -0.1550
P 2.108 1.506 0.686  0.4172
O 2.745 0.571 -0.274  -0.2979
O 0.743 1.180 1.257  -0.3992
C 2.091 3.135 -0.174  -0.1636
N 1.823 2.791 -1.605  0.1435
H 2.995 -0.266 2.831  0.1753
H 1.631 0.621 3.123  0.1462
H 2.986 0.789 4.106  0.1794
H 4.185 1.639 2.038  0.1204
H 2.901 2.691 2.692  0.1193
H 3.065 3.618 -0.104  0.1178
H 1.318 3.810 0.185  0.1131
H 2.037 3.554 -2.247  0.1762
H 0.815 2.537 -1.679  0.0917
H 2.379 1.955 -1.841  0.1449
N -2.676 3.511 -1.567  0.1107
C -2.458 3.029 -2.830  -0.0344
C -1.411 2.174 -2.715  -0.1264
N -0.984 2.127 -1.392  -0.0463
C -1.787 2.958 -0.737  -0.1762
H -3.428 4.124 -1.290  0.1804
H -3.057 3.322 -3.674  0.1357
H -0.931 1.608 -3.498  0.1158
H -1.773 3.136 0.325  0.1426

Calculated values
* net charge: +2
* multiplicity: 3
* frontier orbital gap (alpha / beta): 6.7 / 9.2 eV
* M: 477.66 g mol⁻¹

---

Which of them is the most stable? Correct choice: *Q*.